No. 1
# C33H43N6O3P2SSc

A molecular structure, C33H43N6O3P2SSc in a non-equilibrium geometry (ωB97M-V with the def2-TZVPD basis set, OMol25).

```
89
Properties=species:S:1:pos:R:3:forces:R:3
Sc 0.0510 -0.2702 -0.2968 1.0 2.5 0.3
O -1.5809 -1.1276 0.7250 -0.1 -0.1 0.1
P -2.0593 -2.5585 0.5882 -0.7 -0.8 -0.2
C -0.7832 -3.5320 -0.3056 0.2 0.5 0.6
P 0.8657 -3.2508 0.4757 -0.2 -1.2 -0.2
O 1.0884 -1.7614 0.6214 0.3 -0.3 -0.2
C 2.0813 -3.9781 -0.6335 -0.2 0.2 0.1
C 1.7931 -5.0253 -1.4557 -0.2 0.1 0.2
C 2.7828 -5.5225 -2.4432 0.1 0.0 -0.2
C 4.1492 -4.9617 -2.2441 0.2 0.0 0.1
C 4.4016 -3.9454 -1.3799 0.0 0.0 0.0
C 3.3712 -3.3892 -0.5909 0.0 0.1 0.0
C 0.9355 -4.0405 2.0770 0.2 0.2 -0.1
C 1.4429 -3.2847 3.1324 0.0 0.0 -0.1
C 1.6120 -3.8728 4.3749 0.0 0.0 0.0
C 1.2750 -5.2065 4.5590 0.0 0.1 0.0
C 0.7718 -5.9580 3.5038 0.0 -0.1 0.0
C 0.6080 -5.3819 2.2565 0.0 0.0 0.0
C -2.3009 -3.3963 2.1494 -0.1 0.2 -0.2
C -2.8234 -4.6908 2.1571 0.0 0.0 0.0
C -2.9904 -5.3531 3.3599 0.0 -0.1 0.0
C -2.6278 -4.7328 4.5492 0.0 0.0 0.0
C -2.1051 -3.4474 4.5398 0.0 -0.1 0.1
C -1.9449 -2.7728 3.3401 0.0 0.1 -0.1
C -3.5538 -2.6501 -0.4111 0.3 -0.1 0.2
C -4.7763 -3.0562 0.1175 0.0 0.0 0.0
C -5.8945 -3.1016 -0.7018 -0.1 0.0 0.0
C -5.7965 -2.7427 -2.0377 0.0 0.0 0.0
C -4.5846 -2.3037 -2.5572 0.0 0.0 -0.1
C -3.4640 -2.2565 -1.7474 0.0 -0.1 0.0
H -0.7181 -3.1466 -1.3275 0.0 -0.2 -0.1
H -1.0699 -4.5835 -0.3282 0.0 0.0 0.0
H 0.8249 -5.5123 -1.4275 0.0 0.1 -0.1
H 2.7943 -6.6174 -2.4878 0.0 0.0 0.0
H 4.9486 -5.3660 -2.8520 0.0 0.0 0.0
H 5.4063 -3.5536 -1.2848 0.0 0.0 0.0
H 3.5565 -2.5531 0.0713 0.1 0.0 0.0
H 1.7032 -2.2473 2.9606 0.0 0.0 0.1
H 2.0184 -3.2983 5.1964 0.0 0.0 0.0
H 1.4199 -5.6680 5.5268 0.0 0.0 0.0
H 0.5237 -7.0000 3.6557 0.0 0.0 0.0
H 0.2398 -5.9764 1.4276 0.0 0.0 0.0
H -3.1093 -5.1743 1.2293 0.0 0.0 0.0
H -3.4057 -6.3518 3.3756 0.0 0.0 0.0
H -2.7569 -5.2571 5.4867 0.0 0.0 0.0
H -1.8264 -2.9750 5.4722 0.0 0.0 0.0
H -1.5388 -1.7688 3.3191 0.0 0.0 0.0
H -4.8540 -3.3350 1.1601 0.0 0.0 0.0
H -6.8444 -3.4165 -0.2915 0.0 0.0 0.0
H -6.6666 -2.7983 -2.6777 0.0 0.0 0.0
H -4.5162 -1.9976 -3.5925 0.0 0.0 0.0
H -2.5232 -1.9001 -2.1492 0.0 0.0 -0.1
C -3.3262 3.7179 2.0040 0.0 0.0 0.0
C -3.1414 3.2253 0.6219 0.2 -0.2 0.1
N -3.7577 3.6309 -0.4321 -0.3 0.3 -0.1
N -3.2561 2.8849 -1.4497 0.3 -0.3 0.1
C -2.3273 2.0087 -1.0606 -0.3 0.3 0.3
S -1.5003 0.9245 -2.0382 0.3 -0.2 -0.4
N -2.2397 2.2199 0.2809 -0.3 0.3 0.0
N -1.3678 1.5442 1.1319 -0.3 -0.2 -0.2
H -4.1161 4.4639 2.0063 0.0 0.0 0.0
H -2.4118 4.1762 2.3842 0.0 0.0 0.0
H -3.6085 2.9034 2.6725 0.0 0.0 0.0
H -3.5833 3.0157 -2.3929 0.0 0.0 0.0
H -1.9010 0.9437 1.7549 -0.1 -0.1 -0.1
H -0.8615 2.2220 1.6897 0.2 0.0 -0.1
N 1.9182 -2.7879 -5.3496 -0.1 0.0 0.2
C 2.0470 -1.6244 -4.4780 -0.2 -0.1 0.0
C 0.9387 -1.6128 -3.4149 0.1 0.2 -0.2
N 1.2877 -0.7469 -2.2548 -0.1 -0.3 -0.3
H 2.7050 -2.8451 -5.9850 -0.1 0.0 0.0
H 1.0800 -2.7157 -5.9156 0.1 0.0 -0.1
H 2.4476 -5.2099 -3.4496 -0.1 -0.1 0.0
H 2.0188 -0.6797 -5.0341 0.1 0.1 0.1
H 3.0105 -1.6863 -3.9648 0.0 0.0 0.0
H 0.7590 -2.6359 -3.0859 0.0 0.0 0.1
H 0.0185 -1.2132 -3.8479 -0.1 -0.1 0.0
H 1.4967 0.1655 -2.6557 0.0 0.2 0.3
H 2.1801 -1.0865 -1.8945 0.0 0.1 0.1
C 3.0913 1.4016 2.1290 0.0 0.1 -0.2
O 2.0252 0.7838 1.3950 0.3 -0.2 0.9
C 1.4567 1.3428 0.3016 -0.4 -0.7 -1.1
C 1.9398 2.7058 -0.0932 0.0 -0.2 0.3
H 3.9573 1.5688 1.4884 0.0 0.0 0.0
H 3.3611 0.7053 2.9172 0.0 0.0 0.0
H 2.7763 2.3483 2.5683 0.0 0.0 0.0
H 1.7944 3.4370 0.7134 0.0 0.1 -0.1
H 1.4312 3.0616 -0.9863 0.0 0.0 0.0
H 3.0166 2.6877 -0.2941 0.0 0.1 -0.1
```
Forces are in eV/Å.

Its HOMO energy (alpha / beta) is -11.78 / -10.46 eV. For the gap between HOMO and LUMO (alpha / beta), the calculation gives 7.29 / 5.34 eV. As for the charge: +2.

Löwdin atomic charge list, values in e, 4 entries: Sc 0.7500; O -0.4215; P 0.8041; C -0.2563

No. 2
# C2H8NO

2 unconnected molecules or ions with the total composition C2H8NO in a non-equilibrium geometry (ωB97M-V with the def2-TZVPD basis set, OMol25).

```
12
Properties=species:S:1:pos:R:3:forces:R:3
O -0.4064 1.5198 -1.9221 0.1 -0.2 0.4
H -1.1606 1.4663 -1.3258 -0.4 0.3 -0.3
C 0.1241 -1.6026 0.0743 1.0 0.9 -1.7
N -0.0313 -0.1749 0.2537 -0.7 -0.3 1.0
C 0.3504 0.2340 1.5702 0.4 -0.6 0.1
H -0.6806 -2.1085 -0.4811 -0.3 0.1 0.6
H 0.9906 -1.7623 -0.5989 0.1 -0.3 0.2
H 0.3967 -2.0893 1.0116 -0.5 -0.1 0.0
H -0.0721 0.5129 -0.5488 0.5 -0.5 -0.2
H 0.4038 1.3161 1.6985 -0.1 -0.1 -0.2
H 1.3347 -0.2079 1.8834 -0.1 0.5 -0.2
H -0.3246 -0.1968 2.3293 -0.2 0.3 0.1
```
Forces are in eV/Å.

Its HOMO energy is -2.71 eV. The value obtained for the energy relative to the best compared isomer or geometry (same formula, charge and spin) is 97.4 kJ/mol. For the gap between HOMO and LUMO, the calculation gives 6.91 eV. As for the charge: -1.

natural (NBO) atomic charge list, values in e, 4 entries: O -1.3025; H 0.3880; C -0.4045; N -0.7184

No. 3
# C26H50ClF2IO9

5 unconnected molecules or ions with the total composition C26H50ClF2IO9 in a non-equilibrium geometry (ωB97M-V with the def2-TZVPD basis set, OMol25).

```
89
Properties=species:S:1:pos:R:3:forces:R:3
O -4.9799 0.4593 -4.3924 7.5 0.1 4.6
C -3.8273 0.3964 -3.7140 -5.0 0.9 -3.1
O -3.1601 1.5779 -3.0871 -0.8 -2.2 -2.3
C -2.3206 2.2566 -4.1074 -0.1 0.7 -1.2
C -1.2679 3.3630 -3.4521 -0.4 -0.8 0.1
C 0.2826 3.0058 -3.9439 -0.6 0.0 -0.3
C 1.4247 3.3381 -2.8156 -0.2 0.2 -1.1
C 1.5165 2.2649 -1.5795 1.3 -0.5 0.8
Cl 3.1929 2.7061 -0.8342 -1.1 -0.2 -0.4
C 0.3643 2.2638 -0.4105 1.5 1.7 -0.6
C 0.8392 2.2425 1.1771 -0.6 -0.6 0.6
C -0.4531 1.7541 2.1176 -0.2 -0.2 0.0
C -0.1680 0.2666 2.8017 1.2 1.5 0.2
I -1.8469 -1.0792 2.3987 0.7 0.5 0.3
O -0.4984 1.1220 -0.8586 1.1 -0.8 -2.0
C 0.0603 0.2607 -1.9504 -3.5 -2.1 -0.8
O -0.6719 -0.5960 -2.6591 5.1 6.0 4.8
C 1.6361 0.6543 -1.8907 0.6 -0.3 0.0
F 2.1435 -0.0089 -0.6513 -1.4 1.4 -2.2
C 2.7041 0.1702 -3.0206 0.6 -0.8 0.2
C 2.1792 -0.9587 -4.0791 0.4 0.9 -7.7
O 2.3454 -0.6917 -5.4041 -1.4 -2.4 9.6
F 1.5732 -2.2735 -3.7092 2.1 4.3 -0.6
H -3.3107 -0.6591 -3.6331 -0.6 2.4 0.3
H -3.0375 2.8307 -4.8465 1.4 -1.3 1.4
H -1.7802 1.4079 -4.7068 -0.7 1.8 1.1
H -1.5770 4.4648 -3.7683 0.7 -2.5 0.5
H -1.4145 3.3040 -2.2923 0.5 0.0 -2.1
H 0.4615 3.6383 -4.9382 -0.1 -1.4 2.3
H 0.3382 1.8618 -4.2803 -0.1 2.4 0.8
H 2.4836 3.3656 -3.3648 -2.3 -0.2 1.4
H 1.2318 4.4453 -2.4146 0.5 -2.6 -0.5
H -0.0951 3.3488 -0.4960 -0.2 -2.8 -0.2
H 1.1486 3.3256 1.5640 -0.6 -2.2 -1.4
H 1.7482 1.5290 1.3726 -1.8 1.4 -0.5
H -1.4603 1.7097 1.4955 2.3 0.1 1.1
H -0.6587 2.5298 2.9916 0.6 -1.6 -1.8
H -0.0639 0.4405 3.9601 -0.2 -0.8 -2.4
H 0.8184 -0.2316 2.3630 -2.3 1.1 1.0
H 3.1944 1.0535 -3.6539 -1.6 -2.0 1.2
H 3.6219 -0.3200 -2.4358 -2.2 1.0 -1.1
C -1.3122 -5.9892 0.6025 0.3 -0.1 0.1
C -2.2230 -6.1194 1.8130 -0.2 0.4 -0.6
C -3.6668 -6.3528 1.3975 -0.3 -0.2 0.2
O -2.1428 -4.9302 2.5943 0.0 0.1 0.2
H -1.6063 -5.1363 -0.0194 -0.1 -0.2 0.0
H -0.2784 -5.8092 0.9165 -0.2 -0.1 0.0
H -1.3393 -6.8950 -0.0111 0.0 0.1 0.0
H -1.8824 -6.9487 2.4424 0.0 0.2 0.1
H -4.0444 -5.5128 0.8037 0.1 -0.1 -0.1
H -4.3126 -6.4322 2.2785 0.1 -0.1 -0.1
H -3.7645 -7.2694 0.8077 0.0 0.1 0.0
H -2.4434 -4.1884 2.0434 0.2 -0.3 0.2
C -2.8304 6.8063 0.0368 -0.1 0.1 -0.3
C -2.7051 5.3935 0.5846 0.0 0.6 0.4
C -2.8162 5.3751 2.1008 -0.1 -0.3 0.2
O -1.4475 4.8465 0.1966 0.4 -0.1 -0.1
H -2.0307 7.4486 0.4225 -0.1 -0.1 0.1
H -2.7362 6.8056 -1.0543 -0.1 0.0 0.1
H -3.7944 7.2496 0.3050 0.1 0.0 0.0
H -3.4861 4.7598 0.1506 0.3 -0.1 0.0
H -2.0160 5.9667 2.5597 -0.1 0.1 -0.1
H -2.7118 4.3537 2.4819 -0.1 0.1 -0.1
H -3.7798 5.7755 2.4309 0.1 0.0 0.0
H -0.7480 5.4028 0.5776 -0.4 -0.1 -0.1
C 2.3938 -7.0856 -1.0433 0.0 -0.1 0.4
C 1.1872 -7.0364 -1.9671 0.6 0.4 -0.2
C 1.5764 -7.3454 -3.4040 -0.2 -0.2 -0.3
O 0.5982 -5.7400 -1.9058 -0.1 0.2 0.0
H 3.1430 -6.3419 -1.3372 -0.1 -0.1 -0.1
H 2.1008 -6.8490 -0.0148 0.0 -0.1 -0.1
H 2.8604 -8.0754 -1.0558 0.0 0.1 0.0
H 0.4338 -7.7551 -1.6271 0.0 0.3 0.0
H 2.2967 -6.6109 -3.7815 0.0 -0.1 0.1
H 0.7004 -7.2942 -4.0594 0.1 -0.1 0.1
H 2.0186 -8.3430 -3.4873 0.0 0.1 0.0
H 1.2601 -5.0952 -2.2059 -0.3 -0.3 0.1
C 3.0752 2.9822 6.7884 -0.1 0.1 0.4
C 2.7445 1.6498 6.1350 0.3 0.5 -0.4
C 3.7825 1.2723 5.0900 0.1 -0.3 -0.1
O 1.4620 1.7315 5.5187 -0.3 0.0 -0.1
H 3.0891 3.7894 6.0475 0.1 -0.1 0.0
H 2.3132 3.2470 7.5293 0.1 -0.1 -0.1
H 4.0497 2.9472 7.2852 -0.1 0.1 -0.1
H 2.6913 0.8677 6.9001 -0.2 0.1 -0.2
H 3.8214 2.0189 4.2888 0.0 0.1 0.1
H 3.5250 0.3175 4.6194 0.0 0.1 0.1
H 4.7782 1.1861 5.5359 -0.1 0.0 -0.1
H 1.4999 2.4235 4.8378 0.1 -0.3 0.3
```
Forces are in eV/Å.

Its HOMO energy is -9.14 eV. As for the SMILES: O=COCCCC[C@@]1(Cl)[C@H](CCCI)OC(=O)[C@@]1(F)CC(=O)F.CC(C)O.CC(C)O.CC(C)O.CC(C)O. For the gap between HOMO and LUMO, the calculation gives 8.63 eV.

Löwdin atomic charge list, values in e, 4 entries: O -0.0381; C -0.1305; O -0.1569; C -0.1828

Q: Which formula does entry 1 have?
A: C33H43N6O3P2SSc